Record 1
Here is a 10-piece molecular cluster, C61H83N13O7P2S overall from OMol25. Energies are from ωB97M-V/def2-TZVPD.

Values from the calculation:
E_LUMO (eV): -0.62
Total charge: 0
SMILES: CCCN[C@@]1(P(C)CC)[C@@H](CCCNCc2ccccc2O)[C@@](ON=O)(c2ccncc2)[C@@H]([PH2]=O)OS1(=O)=O.c1cc[nH]c1.c1cc[nH]c1.c1cc[nH]c1.c1cc[nH]c1.c1cc[nH]c1.c1cc[nH]c1.c1cc[nH]c1.c1cc[nH]c1.c1cc[nH]c1
HOMO energy (eV): -7.892

Positions of all 167 atoms, in Å:
C1 1.336297 -4.224279 -2.034024
C2 0.724461 -3.171630 -1.110991
C3 0.920866 -1.719414 -1.560172
N1 -0.341647 -1.187557 -2.110250
C4 -0.322654 -0.110847 -3.096942
P1 1.114567 1.142109 -2.972420
C5 0.496086 2.632369 -3.819800
C6 1.105534 1.675288 -1.219570
C7 2.502900 1.521675 -0.616385
C8 -0.275832 -0.639920 -4.567914
C9 0.438219 -1.979843 -4.763377
C10 1.455202 -1.986706 -5.906520
C11 2.684801 -1.093144 -5.782472
N2 3.295758 -1.131485 -4.469185
C12 4.691588 -0.675742 -4.385407
C13 5.692994 -1.742995 -4.081021
C14 5.894897 -2.171481 -2.758258
C15 6.778843 -3.202435 -2.432436
C16 7.502053 -3.823914 -3.451325
C17 7.341288 -3.403789 -4.784080
C18 6.440835 -2.380733 -5.088966
O1 6.281412 -1.944379 -6.372854
C19 -1.623317 -0.560465 -5.315905
O2 -1.297953 -0.760507 -6.709294
N3 -1.606199 -2.049303 -7.239216
O3 -1.253762 -2.098808 -8.340753
C20 -2.744935 -1.473611 -4.846969
C21 -2.593039 -2.440202 -3.867475
C22 -3.692814 -3.217548 -3.494177
N4 -4.899441 -3.077651 -4.033433
C23 -5.043792 -2.149089 -4.977187
C24 -4.013123 -1.327218 -5.419394
C25 -1.995528 0.925480 -5.314748
P2 -3.167232 1.666041 -6.525631
O4 -2.717663 3.001696 -6.960890
O5 -2.428055 1.394884 -4.030236
S1 -1.894353 0.771645 -2.664333
O6 -1.590447 1.886471 -1.818555
O7 -2.871864 -0.170474 -2.191668
H1 0.596055 -4.568100 -2.746258
H2 1.639356 -5.100683 -1.474970
H3 2.181703 -3.833676 -2.568141
H4 -0.344931 -3.345258 -1.067214
H5 1.082884 -3.295488 -0.097947
H6 1.236641 -1.136008 -0.705306
H7 1.681498 -1.645554 -2.326357
H8 -0.928734 -0.914637 -1.335728
H9 -0.467207 2.988372 -3.488639
H10 0.520420 2.511009 -4.893590
H11 1.229478 3.391925 -3.572999
H12 0.805046 2.709286 -1.122368
H13 0.398289 1.100509 -0.637892
H14 2.679641 2.229354 0.182609
H15 2.646412 0.536281 -0.191190
H16 3.266761 1.645192 -1.375308
H17 0.332223 0.087021 -5.099446
H18 -0.294632 -2.740974 -4.997677
H19 0.917669 -2.310308 -3.855726
H20 1.805121 -3.011982 -6.005953
H21 0.949183 -1.743337 -6.830028
H22 3.403252 -1.381021 -6.549947
H23 2.405286 -0.068348 -6.019480
H24 3.244859 -2.077498 -4.119874
H25 4.934634 -0.185281 -5.318945
H26 4.769423 0.074365 -3.604298
H27 5.334355 -1.679407 -1.980852
H28 6.896025 -3.514407 -1.410137
H29 8.180504 -4.628310 -3.217856
H30 7.906842 -3.869655 -5.573104
H31 6.474585 -2.660168 -6.982177
H32 -1.665759 -2.589414 -3.352128
H33 -3.584613 -3.963646 -2.728696
H34 -6.024352 -2.050544 -5.407012
H35 -4.216528 -0.626409 -6.204448
H36 -1.093400 1.457010 -5.591994
H37 -3.284660 0.709621 -7.536206
H38 -4.386989 1.613139 -5.845796
C26 5.885690 0.620426 2.764048
C27 5.707595 -0.771313 2.531929
C28 5.494418 -0.936348 1.189906
N5 5.535950 0.300069 0.605518
C29 5.773930 1.254186 1.555799
H39 6.074962 1.098719 3.709617
H40 5.735084 -1.558153 3.266030
H41 5.319491 -1.823383 0.605553
H42 5.407614 0.479141 -0.372498
H43 5.844358 2.295467 1.293857
C30 -1.542070 6.267329 -0.469829
C31 -0.631749 7.297503 -0.100481
C32 0.549469 6.697271 0.241548
N6 0.387576 5.346453 0.091712
C33 -0.883569 5.074841 -0.342010
H44 -2.561857 6.388948 -0.792488
H45 -0.824368 8.356629 -0.087958
H46 1.483981 7.113308 0.575036
H47 1.092601 4.658940 0.278260
H48 -1.210578 4.063244 -0.519711
C34 -4.794662 2.587927 2.330773
C35 -5.999424 2.283117 1.635147
C36 -5.648810 1.569921 0.518610
N7 -4.291764 1.424821 0.522025
C37 -3.761026 2.035943 1.617659
H49 -4.706347 3.149438 3.244107
H50 -6.996916 2.575231 1.914309
H51 -6.248368 1.154742 -0.272060
H52 -3.756094 0.947315 -0.181563
H53 -2.698924 2.035420 1.793823
C38 -2.717443 5.338479 6.913919
C39 -3.012082 3.948122 6.876238
C40 -3.224892 3.612401 5.565566
N8 -3.072461 4.746759 4.814025
C41 -2.758621 5.799481 5.624561
H54 -2.505652 5.929558 7.788376
H55 -3.064901 3.272477 7.713675
H56 -3.471747 2.668927 5.109292
H57 -3.177516 4.797387 3.816134
H58 -2.597285 6.782888 5.218964
C42 -7.058757 1.175333 8.755176
C43 -6.716161 0.293314 7.693430
C44 -6.084268 1.039845 6.732223
N9 -6.036787 2.333520 7.172912
C45 -6.621313 2.425616 8.403120
H59 -7.563346 0.920083 9.671192
H60 -6.909841 -0.764543 7.640802
H61 -5.667682 0.759638 5.778966
H62 -5.620900 3.096894 6.666721
H63 -6.677846 3.366596 8.921800
C46 -0.689719 7.971662 12.154880
C47 -0.984864 6.580547 12.113318
C48 -1.194159 6.246870 10.802742
N10 -1.038273 7.380881 10.053953
C49 -0.730479 8.435926 10.868139
H64 -0.472726 8.561195 13.029081
H65 -1.035904 5.904554 12.949517
H66 -1.436719 5.304973 10.342109
H67 -1.134411 7.432057 9.057598
H68 -0.567006 9.420284 10.465975
C50 0.744156 -9.052301 -1.179019
C51 1.976163 -9.410442 -0.564236
C52 2.983618 -8.895261 -1.334581
N11 2.407756 -8.234240 -2.385564
C53 1.044844 -8.329647 -2.301525
H69 -0.246022 -9.299773 -0.836649
H70 2.106082 -9.985735 0.336374
H71 4.053158 -8.945683 -1.225167
H72 2.909608 -7.758333 -3.112193
H73 0.410296 -7.875664 -3.042754
C54 -11.158167 0.461012 3.778580
C55 -10.054546 0.656062 2.904121
C56 -8.963740 0.947789 3.681908
N12 -9.365868 0.928014 4.987740
C57 -10.697348 0.635744 5.056894
H74 -12.169530 0.216375 3.501313
H75 -10.060560 0.589225 1.829208
H76 -7.941433 1.153011 3.419422
H77 -8.767487 1.090399 5.780279
H78 -11.201829 0.570219 6.005143
C58 12.035269 -6.158754 -0.466439
C59 10.870279 -6.146511 0.349659
C60 9.991496 -5.257730 -0.208065
N13 10.578807 -4.738666 -1.329903
C61 11.825251 -5.277679 -1.492510
H79 12.924579 -6.745730 -0.314260
H80 10.700764 -6.720885 1.244267
H81 9.005976 -4.951677 0.098207
H82 10.163233 -4.054411 -1.934302
H83 12.451478 -4.993060 -2.319705

Forces on the atoms, in the same order (eV/Å):
-0.57 -0.12 0.36
-0.10 0.06 -0.20
-0.34 -0.06 -0.05
0.36 0.14 0.10
-0.24 0.35 0.16
0.23 -0.58 -0.03
0.02 0.02 0.05
0.48 -0.04 0.46
-0.03 -0.20 -0.01
-0.14 0.10 0.15
0.11 0.08 -0.16
0.28 -0.18 0.28
-0.09 0.27 -0.10
0.08 -0.64 0.37
-0.43 0.33 -0.13
0.57 -0.87 0.29
0.25 -0.15 -0.69
-0.07 0.19 -0.72
-0.49 0.58 -0.45
-0.33 0.11 0.98
0.04 -0.13 0.53
-0.32 0.10 -0.05
0.10 -0.22 -0.01
-0.11 0.07 -0.18
0.03 0.04 0.20
-0.01 -0.11 -0.18
-0.41 0.05 -0.27
-0.46 -0.32 -0.14
0.08 0.69 -0.62
0.04 -0.08 0.06
0.48 0.14 0.03
0.16 -0.68 0.66
-0.27 -0.13 0.10
0.02 0.38 -0.09
0.00 -0.04 0.01
0.10 0.04 0.11
-0.01 -0.14 -0.08
-0.43 -0.12 0.03
0.04 0.40 0.13
-0.06 -0.02 -0.38
0.17 -0.19 0.10
0.59 0.11 -0.28
-0.28 -0.04 0.18
0.27 0.00 0.23
0.24 0.31 0.19
0.35 0.15 0.03
-0.19 -0.26 0.11
-0.24 0.13 0.02
0.04 0.03 -0.31
0.21 0.23 -0.02
-0.31 0.26 -0.28
-0.25 -0.10 0.10
0.07 0.22 0.21
0.07 -0.28 0.08
0.27 0.20 -0.14
0.14 0.20 -0.19
-0.21 -0.27 -0.03
-0.01 -0.02 0.09
0.03 -0.28 -0.04
0.03 0.09 -0.33
0.06 -0.13 -0.32
-0.03 0.35 0.09
0.05 -0.22 0.08
0.18 0.15 -0.22
-0.05 0.29 0.21
-0.15 0.11 0.23
0.04 -0.05 0.23
0.11 -0.15 -0.02
0.14 -0.09 -0.18
0.19 -0.05 -0.11
0.25 0.05 0.11
0.00 -0.25 0.23
-0.31 0.01 -0.10
-0.05 0.17 -0.23
0.28 0.24 -0.01
-0.07 -0.14 -0.13
-0.19 -0.06 0.06
-0.02 -0.04 0.02
0.00 0.03 0.02
-0.01 0.03 -0.02
0.01 -0.02 -0.06
-0.02 -0.04 -0.01
0.00 0.01 0.02
0.00 -0.01 0.02
-0.01 -0.02 0.00
0.01 0.03 -0.04
0.01 0.02 0.00
0.03 0.06 0.02
-0.05 -0.01 0.00
-0.02 -0.03 -0.01
-0.01 -0.02 -0.02
0.03 -0.08 0.04
-0.02 0.00 -0.01
0.00 0.02 -0.01
0.01 0.01 0.01
0.02 -0.03 0.03
-0.01 0.01 -0.02
-0.09 -0.07 -0.04
0.13 0.11 -0.01
-0.02 -0.02 0.06
0.09 -0.08 -0.07
0.01 0.09 0.06
-0.06 0.00 0.05
-0.03 0.02 -0.03
-0.02 -0.02 -0.01
-0.02 -0.04 -0.13
0.02 0.01 0.01
0.02 -0.03 -0.02
-0.01 0.03 0.10
-0.05 0.06 -0.06
0.02 -0.03 -0.04
-0.03 -0.01 -0.01
-0.04 0.00 0.03
0.01 -0.01 0.01
0.05 -0.03 -0.01
0.02 0.00 -0.04
0.00 0.02 0.00
0.00 -0.02 -0.01
-0.07 0.00 0.00
-0.04 0.06 -0.04
-0.01 0.01 -0.09
-0.02 -0.01 -0.04
0.00 -0.01 0.02
0.01 -0.03 0.01
0.00 -0.01 -0.01
0.09 0.01 0.07
-0.01 0.02 0.01
-0.01 -0.04 0.02
0.01 0.04 0.02
0.00 0.02 -0.02
0.00 0.01 -0.02
-0.01 -0.03 0.00
0.00 0.01 0.02
0.00 -0.01 0.02
0.00 -0.02 0.00
0.03 0.00 -0.04
0.00 0.02 0.00
0.04 -0.01 0.03
-0.02 -0.02 -0.01
-0.04 0.04 0.01
0.03 0.00 -0.04
0.04 0.06 -0.01
-0.01 -0.01 0.01
0.00 -0.01 0.01
0.00 0.01 0.01
-0.01 -0.02 0.00
-0.02 0.00 -0.01
0.02 -0.01 -0.02
0.01 0.04 -0.01
-0.05 -0.07 0.07
0.05 0.07 0.06
-0.02 -0.03 0.02
-0.01 0.00 0.00
0.00 0.01 -0.02
0.04 -0.03 -0.01
0.06 -0.04 0.01
-0.02 0.01 0.01
-0.02 -0.01 0.03
0.04 0.00 -0.01
0.01 -0.01 -0.05
-0.04 0.06 -0.03
-0.04 -0.03 0.01
0.02 -0.01 0.01
0.00 -0.01 0.01
0.00 0.01 0.01
0.01 0.06 0.01
0.02 0.01 -0.01

=====

Record 2
Here is C12H8N3O5OsS3 as an isolated structure from OMol25. Energies are from ωB97M-V/def2-TZVPD.

Values from the calculation:
E_LUMO (spin up / spin down) (eV): 1.30 / 1.26
ΔE to the lowest compared entry with this formula, charge and spin (kcal/mol): 0.0
Total charge: -1
HOMO energy (spin up / spin down) (eV): -5.449 / -5.546

Positions of all 32 atoms, in Å:
Os1 -1.111403 0.342401 -1.171647
O1 -0.649274 0.111368 2.239070
S1 -2.061385 0.605914 1.605023
O2 -2.972149 0.530154 2.693265
O3 -1.801608 1.899579 1.003022
O4 -2.282472 -0.382710 0.510354
S2 -2.826457 1.506886 -2.071859
C1 -3.599719 0.478056 -3.229949
C2 -4.695293 1.002388 -3.979170
N1 -5.565281 1.448618 -4.585635
C3 -3.152792 -0.799409 -3.370766
S3 -1.827730 -1.336582 -2.362438
C4 -3.708893 -1.753855 -4.269875
N2 -4.146080 -2.521005 -5.008845
C5 1.280994 0.290319 -2.723615
O5 0.141026 1.048870 -2.409054
H1 0.989608 -0.614062 -3.278368
H2 1.805463 -0.015926 -1.813231
H3 1.935362 0.901354 -3.348216
N3 0.439440 0.023660 0.127512
C6 0.461658 0.002805 1.369248
C7 1.689503 -0.119897 2.212176
C8 2.119547 -1.367872 2.644664
C9 3.274492 -1.480740 3.404856
C10 4.001612 -0.346952 3.739083
C11 3.571290 0.900753 3.308956
C12 2.416119 1.015068 2.550118
H4 1.550940 -2.249457 2.375966
H5 3.609108 -2.456049 3.735520
H6 4.903114 -0.435047 4.332481
H7 4.137067 1.787884 3.564663
H8 2.074181 1.983488 2.206697

Forces on the atoms, in the same order (eV/Å):
-0.05 0.66 -0.21
0.05 0.07 0.04
0.29 0.29 -0.24
-0.01 -0.15 -0.05
0.11 0.07 0.27
-0.09 0.11 -0.15
-0.24 -0.24 -0.19
0.11 -0.07 0.21
-0.03 0.00 -0.03
0.00 -0.01 0.01
0.16 0.09 0.33
0.18 -0.51 -0.33
-0.08 0.08 -0.09
0.04 -0.02 0.05
-0.10 -0.14 -0.18
0.06 0.24 0.54
0.05 0.01 0.03
0.02 0.01 -0.02
0.02 0.00 -0.02
-0.44 -0.60 0.16
-0.05 0.14 -0.10
0.02 -0.03 -0.02
0.01 -0.01 -0.01
0.00 0.00 0.01
0.00 0.01 0.00
-0.01 0.00 0.01
0.00 0.01 -0.04
0.00 0.00 0.01
-0.01 0.00 0.00
0.00 0.00 0.00
0.00 0.00 0.00
0.00 0.00 0.01

=====

Record 3
Here is one molecule with the formula C4H10N2O3 from OMol25. Energies are from ωB97M-V/def2-TZVPD.

Values from the calculation:
E_LUMO (eV): 0.62
ΔE to the lowest compared entry with this formula, charge and spin (kcal/mol): 76.3
Total charge: 0
HOMO energy (eV): -8.575

Positions of all 19 atoms, in Å:
C1 2.109941 -0.360474 -0.552531
C2 1.060957 0.063185 0.412148
C3 0.228678 1.260638 0.147172
O1 1.177257 -0.386232 1.642149
H1 0.221198 -0.487980 1.983252
H2 2.975624 0.302709 -0.438995
H3 1.737042 -0.252781 -1.570790
H4 2.425978 -1.383844 -0.355815
H5 -0.096495 1.739501 1.068538
H6 0.710421 1.969437 -0.521900
N1 -0.767153 -0.888182 -0.016766
C4 -1.060637 0.641089 -0.580584
N2 -1.321524 -0.949748 1.306857
O2 -0.720714 0.498260 -1.968013
O3 -2.192000 1.112874 -0.310300
H7 -1.506068 0.833678 -2.422222
H8 -1.223020 -1.519001 -0.675900
H9 -1.640382 -1.890875 1.512741
H10 -2.119103 -0.302254 1.340960

Forces on the atoms, in the same order (eV/Å):
-0.04 -0.10 -0.02
-0.28 -0.39 0.22
-0.62 -0.11 -0.34
-0.18 -0.09 -0.34
0.12 0.16 -0.04
-0.11 -0.02 0.06
0.00 0.00 0.06
-0.03 0.06 -0.01
0.07 0.00 -0.03
0.06 0.02 0.07
-0.11 1.12 -0.02
0.64 0.23 0.42
0.16 -0.13 -0.41
-0.11 -0.17 0.28
0.15 -0.42 0.06
0.04 -0.07 0.10
0.12 -0.22 0.19
0.05 0.11 -0.04
0.09 0.01 -0.19

=====

The following maximum force values (in eV/A) correspond, in order, to the records above: 1.078, 0.760, 1.120.